{
  "formula": "C42H30Cl5N4S7V",
  "method": "the ωB97M-V functional and the def2-TZVPD basis",
  "s_squared": 2.02,
  "e_above_lowest_ev": 1.623,
  "spin_multiplicity": 3,
  "elements": ["V", "Cl", "Cl", "Cl", "Cl", "Cl", "S", "S", "S", "S", "S", "S", "S", "N", "N", "N", "N", "C", "C", "C", "C", "C", "C", "C", "C", "C", "C", "C", "C", "C", "C", "C", "C", "C", "C", "C", "C", "C", "C", "C", "C", "C", "C", "C", "C", "C", "C", "C", "C", "C", "C", "C", "C", "C", "C", "C", "C", "C", "C", "H", "H", "H", "H", "H", "H", "H", "H", "H", "H", "H", "H", "H", "H", "H", "H", "H", "H", "H", "H", "H", "H", "H", "H", "H", "H", "H", "H", "H", "H"],
  "coordinates": [[-0.525, -2.143, -1.289], [-4.438, -3.682, 2.726], [-3.867, -1.554, 0.659], [-0.795, -5.118, -2.062], [-3.591, -6.580, 2.245], [-1.338, -7.291, 0.207], [2.205, -1.524, 0.190], [0.835, -0.758, -6.004], [0.523, -0.823, -3.845], [-0.658, 0.291, -6.757], [-1.103, -1.993, -3.535], [-0.422, 1.380, 1.916], [-1.429, 0.895, -0.802], [1.118, -2.288, -0.785], [-1.174, -0.575, -0.803], [0.232, 0.085, 2.104], [-1.262, 1.807, 0.526], [-5.749, 1.851, -2.192], [1.983, 2.498, 2.672], [-0.490, 1.815, -2.068], [4.570, -1.650, -3.255], [-2.225, 2.992, 3.368], [3.471, -4.051, 3.042], [0.806, 2.370, -1.726], [5.565, -0.694, -2.966], [3.749, -5.225, 0.930], [-0.870, 1.998, -3.419], [-2.871, -5.369, 1.268], [1.199, 3.213, -3.957], [3.044, -2.939, 1.023], [-5.046, 2.684, -1.263], [-1.731, 1.698, 3.142], [2.727, 3.612, 3.106], [3.228, -2.880, 2.354], [-3.859, 2.148, 4.987], [4.452, -0.251, -0.841], [1.166, 5.088, 1.998], [-5.061, 0.790, -2.702], [5.373, 0.113, -1.817], [-1.860, -5.680, 0.318], [-0.036, 2.649, -4.358], [-3.702, 2.461, -0.940], [3.522, -1.287, -1.067], [3.774, -5.224, 2.281], [-3.203, 3.218, 4.397], [-2.481, 0.627, 3.669], [3.566, -1.980, -2.301], [-2.851, -2.978, 0.591], [3.421, -4.023, 0.267], [-1.491, -4.665, -0.521], [-1.851, -3.272, -0.351], [2.351, 4.933, 2.744], [-3.733, 0.504, -2.251], [0.691, 2.740, 2.123], [0.341, 4.017, 1.704], [-3.105, 1.302, -1.381], [-3.559, 0.835, 4.569], [1.507, 3.113, -2.613], [-3.318, -4.041, 1.386], [1.813, 3.775, -4.623], [-1.813, 3.857, 2.914], [6.032, 1.004, -1.517], [3.580, 3.433, 3.703], [2.808, -2.719, -2.537], [-3.200, 3.201, -0.310], [0.910, 6.072, 1.628], [4.060, -6.139, 2.830], [-4.644, 2.218, 5.742], [3.007, 5.772, 3.020], [-4.007, -0.069, 4.980], [4.677, -2.240, -4.168], [-5.439, 0.064, -3.376], [1.102, 2.399, -0.684], [6.332, -0.485, -3.694], [3.416, -4.011, -0.810], [-3.458, 4.236, 4.715], [2.412, 3.588, -2.241], [4.070, -6.058, 0.285], [2.304, 1.463, 2.889], [4.338, 0.214, 0.105], [-1.846, 1.588, -3.787], [-3.224, -0.405, -2.539], [2.987, -1.957, 2.882], [-0.587, 4.118, 1.221], [-5.509, 3.564, -0.853], [3.501, -3.957, 4.137], [-6.736, 2.019, -2.544], [-0.406, 2.645, -5.416], [-2.204, -0.380, 3.406]]
}



{
  "formula": "C42H30ClO24S",
  "method": "the ωB97M-V functional and the def2-TZVPD basis",
  "charge": 1,
  "spin_multiplicity": 1,
  "elements": ["Cl", "S", "O", "O", "O", "O", "O", "O", "O", "O", "O", "O", "O", "O", "O", "O", "O", "O", "O", "O", "O", "O", "O", "O", "O", "O", "C", "C", "C", "C", "C", "C", "C", "C", "C", "C", "C", "C", "C", "C", "C", "C", "C", "C", "C", "C", "C", "C", "C", "C", "C", "C", "C", "C", "C", "C", "C", "C", "C", "C", "C", "C", "C", "C", "C", "C", "C", "C", "H", "H", "H", "H", "H", "H", "H", "H", "H", "H", "H", "H", "H", "H", "H", "H", "H", "H", "H", "H", "H", "H", "H", "H", "H", "H", "H", "H", "H", "H"],
  "coordinates": [[10.596, 4.936, -7.770], [9.732, 3.422, -6.664], [-5.726, -5.797, 1.360], [-3.235, -5.101, 9.660], [-0.773, -1.408, -1.019], [-1.722, 1.875, 2.512], [1.891, -0.136, -0.314], [-3.864, -3.541, 7.519], [3.508, 1.842, 0.624], [-0.380, -7.874, 7.151], [0.421, -0.941, 1.372], [-0.941, -6.261, 5.030], [-4.260, -3.418, 1.419], [-9.201, -7.799, 3.815], [-4.519, -5.324, 3.760], [-0.025, 4.441, -7.458], [4.402, 2.876, -3.877], [-1.424, 6.128, -9.071], [2.420, 1.276, 4.660], [-3.098, -2.871, 3.826], [-2.600, 3.671, 4.362], [1.507, 3.003, 6.555], [3.256, 7.802, -7.243], [1.816, 9.526, -8.785], [2.717, 0.956, -4.817], [-8.039, -7.248, 6.213], [-3.190, -2.832, 1.389], [-2.995, -4.583, 7.385], [3.356, 1.653, -0.714], [-0.663, -1.498, 1.411], [-1.796, -6.536, 8.466], [2.889, 1.126, -3.475], [-1.228, -6.817, 7.292], [-1.371, 3.100, 4.484], [3.821, 2.204, -3.038], [5.618, 2.095, -6.730], [7.874, 3.460, -6.797], [1.331, 8.286, -8.498], [0.470, 5.669, -7.768], [-0.957, 2.134, 3.426], [-2.709, -5.396, 8.600], [-0.359, 6.541, -8.649], [-2.555, -2.422, 0.132], [-7.501, -6.807, 2.520], [7.140, 4.809, -7.002], [-1.493, -5.987, 6.082], [3.997, 2.419, -1.600], [2.445, 0.556, -1.151], [1.179, 1.826, 4.553], [-0.569, 3.393, 5.510], [5.598, 4.771, -7.056], [-1.376, -1.798, 0.139], [-2.488, -2.508, 2.665], [2.173, 7.404, -7.640], [-7.429, -6.887, 5.053], [0.376, 1.531, 3.529], [7.175, 2.069, -6.666], [1.652, 6.076, -7.300], [4.815, 3.418, -6.941], [-6.248, -6.265, 5.055], [-2.424, -4.861, 6.211], [-6.321, -6.182, 2.522], [2.250, 0.358, -2.592], [-1.307, -1.885, 2.669], [-5.605, -5.880, 3.795], [0.754, 2.771, 5.625], [-8.133, -7.214, 3.779], [0.150, 7.878, -8.969], [-0.786, -1.646, 3.587], [-0.469, 8.507, -9.594], [2.798, 1.645, 5.482], [7.730, 1.088, -6.528], [1.574, -0.430, -2.897], [-2.621, -4.277, 5.322], [3.667, 3.425, -7.014], [5.034, 5.758, -7.187], [-8.874, -7.680, 5.945], [-0.888, 4.385, -7.916], [0.671, 0.845, 2.745], [9.957, 3.774, -5.317], [-5.726, -6.024, 5.971], [-3.082, -2.648, -0.785], [4.662, 3.217, -1.296], [5.103, 1.073, -6.644], [-4.136, -3.550, 8.458], [2.265, 5.453, -6.662], [0.066, -0.982, -0.744], [-0.104, -7.862, 6.214], [2.680, 9.579, -8.333], [3.285, 1.630, -5.237], [-3.934, -3.305, 3.556], [7.740, 5.777, -7.101], [2.945, 1.165, 1.050], [-2.981, 3.296, 3.543], [-4.885, -5.369, 1.625], [-1.611, -7.129, 9.352], [-0.858, 4.090, 6.285], [-8.030, -7.035, 1.605]]
}



{
  "formula": "C42H30N3OPdS",
  "method": "the ωB97M-V functional and the def2-TZVPD basis",
  "e_above_lowest_ev": 1.811,
  "charge": -1,
  "spin_multiplicity": 1,
  "elements": ["Pd", "S", "O", "N", "N", "N", "C", "C", "C", "C", "C", "C", "C", "C", "C", "C", "C", "C", "C", "C", "C", "C", "C", "C", "C", "C", "C", "C", "C", "C", "C", "C", "C", "C", "C", "C", "C", "C", "C", "C", "C", "C", "C", "C", "C", "C", "C", "C", "H", "H", "H", "H", "H", "H", "H", "H", "H", "H", "H", "H", "H", "H", "H", "H", "H", "H", "H", "H", "H", "H", "H", "H", "H", "H", "H", "H", "H", "H"],
  "coordinates": [[-1.290, -0.311, -0.876], [6.414, -2.409, 3.244], [6.149, -0.021, 4.394], [-2.126, -1.758, 0.412], [-3.055, -0.787, -1.968], [-0.298, 0.128, 1.621], [3.924, -2.781, 2.193], [0.208, 1.473, 3.503], [-0.478, 4.790, 0.410], [-0.346, 0.532, 4.311], [2.792, -2.431, 1.501], [-3.446, -2.042, -1.593], [-4.235, -0.986, -4.029], [0.609, 3.221, -1.062], [0.290, -0.364, 0.260], [-0.276, 4.505, -5.099], [-1.706, 2.936, -0.525], [-1.017, -0.769, 2.367], [-4.652, -2.236, -3.685], [2.678, -1.155, 0.849], [0.247, 1.206, 2.129], [-1.818, -1.835, 1.738], [-0.961, -0.621, 3.771], [6.757, -1.756, 5.916], [-3.434, -0.282, -3.115], [4.996, -0.731, 1.533], [-0.569, 1.226, -1.985], [-1.511, -1.606, 4.622], [1.036, 2.946, -6.353], [-2.093, -2.689, 4.046], [0.500, 4.219, -6.215], [-3.499, -3.819, 0.019], [-4.742, -4.075, -2.045], [-0.507, 3.540, -4.131], [5.040, -1.934, 2.246], [-4.350, -4.549, -0.834], [0.659, 4.350, -0.258], [-1.663, 4.076, 0.263], [-4.287, -2.795, -2.440], [-2.251, -2.798, 2.654], [6.405, -1.182, 4.564], [-0.204, 1.163, -3.275], [0.039, 2.256, -4.244], [1.514, -0.745, 0.260], [3.865, -0.348, 0.855], [0.804, 1.984, -5.383], [-0.574, 2.488, -1.214], [-2.988, -2.565, -0.303], [-0.075, 0.174, -3.710], [-1.127, 3.782, -3.279], [-5.266, -2.825, -4.357], [1.228, 0.993, -5.497], [3.957, -3.729, 2.719], [5.870, -0.092, 1.519], [-0.331, 0.648, 5.388], [-3.228, -4.316, 0.926], [-0.714, 5.489, -4.983], [5.869, -2.262, 6.299], [-4.684, -5.526, -0.504], [-0.443, 5.672, 1.036], [1.497, 2.882, -1.582], [1.638, 2.702, -7.220], [-2.475, -3.490, 4.668], [7.051, -0.962, 6.600], [7.545, -2.505, 5.825], [0.757, 1.836, 1.410], [3.854, 0.586, 0.308], [-4.493, -0.537, -4.978], [-2.629, 2.374, -0.613], [-5.373, -4.650, -2.711], [-1.436, -1.491, 5.695], [1.944, -3.104, 1.467], [-2.559, 4.403, 0.778], [0.647, 2.382, 3.889], [1.591, 4.893, -0.156], [-3.083, 0.721, -3.332], [-2.752, -3.678, 2.317], [0.673, 4.974, -6.972]]
}



{
  "formula": "C42H31FeIN4O4P",
  "method": "the ωB97M-V functional and the def2-TZVPD basis",
  "s_squared": 6.01,
  "e_above_lowest_ev": 0.000,
  "charge": -1,
  "spin_multiplicity": 5,
  "elements": ["I", "Fe", "P", "O", "O", "O", "O", "N", "N", "N", "N", "C", "C", "C", "C", "C", "C", "C", "C", "C", "C", "C", "C", "C", "C", "C", "C", "C", "C", "C", "C", "C", "C", "C", "C", "C", "C", "C", "C", "C", "C", "C", "C", "C", "C", "C", "C", "C", "C", "C", "C", "C", "C", "H", "H", "H", "H", "H", "H", "H", "H", "H", "H", "H", "H", "H", "H", "H", "H", "H", "H", "H", "H", "H", "H", "H", "H", "H", "H", "H", "H", "H", "H", "H"],
  "coordinates": [[-3.262, 1.562, -1.329], [-0.748, 0.437, 3.054], [-0.273, 0.400, -1.373], [1.161, 1.197, 3.341], [0.015, -1.424, 2.393], [-0.815, -0.989, 4.676], [-2.670, 0.332, 2.513], [0.430, 2.761, 1.733], [-0.818, 2.222, 1.961], [-0.236, -2.065, 4.566], [0.215, -2.268, 3.376], [1.342, 2.111, 2.403], [1.726, -4.927, 1.310], [0.586, -0.121, -3.969], [0.950, -3.433, 3.064], [-5.887, 1.793, 1.926], [-2.710, 1.574, -3.339], [2.280, -5.347, 3.626], [4.133, -0.099, -0.245], [4.239, 3.466, 0.453], [-1.880, -1.431, -0.022], [-4.900, 0.819, 2.179], [5.133, 2.213, 2.276], [2.468, 0.940, -1.661], [1.496, 0.069, -1.119], [-0.485, 0.373, -3.247], [3.889, 1.851, 2.681], [1.030, -3.809, 1.724], [-3.229, 2.546, 1.854], [-1.379, 1.143, -5.341], [2.787, 2.338, 1.995], [2.383, -5.718, 2.266], [-0.974, -1.321, -1.026], [-1.536, 1.029, -3.903], [-0.268, 0.665, -6.035], [1.832, -0.870, -0.141], [-1.171, -3.674, -1.495], [2.961, 3.106, 0.866], [5.314, 3.076, 1.207], [1.584, -4.220, 4.053], [-3.474, 2.330, -5.531], [-2.454, -2.678, 0.256], [0.716, 0.014, -5.353], [-0.639, -2.425, -1.783], [-1.844, 2.944, 1.718], [-3.628, 2.253, -4.131], [-2.435, 1.719, -6.134], [3.775, 0.892, -1.175], [-4.244, 3.525, 1.718], [-5.563, 3.075, 1.653], [-2.071, -3.753, -0.447], [3.173, -1.018, 0.274], [-3.562, 1.183, 2.193], [-2.112, -0.520, 0.540], [-5.181, -0.193, 2.354], [2.165, 1.723, -2.440], [-4.220, 2.794, -6.077], [1.637, -0.326, -5.800], [1.488, -0.553, -3.478], [2.109, 3.415, 0.252], [-2.367, 1.731, -7.227], [-3.108, -2.761, 1.112], [1.626, -3.949, 5.115], [4.547, 1.583, -1.529], [0.458, -3.194, 1.054], [0.984, -1.376, 0.376], [-1.753, 3.926, 1.280], [3.439, -1.702, 1.034], [1.805, -5.160, 0.266], [4.365, 4.142, -0.413], [-4.576, 2.634, -3.746], [3.702, 1.272, 3.544], [2.760, -5.979, 4.375], [3.035, -6.531, 1.974], [6.042, 1.983, 2.847], [-0.963, -4.551, -2.036], [-0.173, 0.832, -7.127], [-2.565, -4.664, -0.174], [-6.271, 3.897, 1.531], [5.191, -0.175, 0.136], [6.294, 3.482, 0.873], [-6.925, 1.570, 1.888], [-3.919, 4.574, 1.621], [0.022, -2.292, -2.631]]
}



{
  "formula": "C42H32BrIInN11O3",
  "method": "the ωB97M-V functional and the def2-TZVPD basis",
  "e_above_lowest_ev": 0.432,
  "charge": 2,
  "spin_multiplicity": 1,
  "elements": ["I", "In", "Br", "O", "O", "O", "N", "N", "N", "N", "N", "N", "N", "N", "N", "N", "N", "C", "C", "C", "C", "C", "C", "C", "C", "C", "C", "C", "C", "C", "C", "C", "C", "C", "C", "C", "C", "C", "C", "C", "C", "C", "C", "C", "C", "C", "C", "C", "C", "C", "C", "C", "C", "C", "C", "C", "C", "C", "C", "H", "H", "H", "H", "H", "H", "H", "H", "H", "H", "H", "H", "H", "H", "H", "H", "H", "H", "H", "H", "H", "H", "H", "H", "H", "H", "H", "H", "H", "H", "H", "H"],
  "coordinates": [[-1.805, 3.327, -0.677], [0.157, 0.584, -2.387], [-4.422, 5.594, -0.108], [2.233, 1.830, -1.474], [0.440, -5.644, -2.038], [-3.892, 6.848, 3.309], [-0.425, -6.715, -3.740], [0.929, 4.571, 4.029], [0.341, 0.937, 0.219], [0.860, -2.378, 2.906], [0.996, -3.714, 2.803], [2.999, -2.918, 2.431], [-1.378, -6.647, -2.736], [3.517, -2.568, -1.009], [1.783, 4.367, 3.147], [3.640, -2.469, -2.341], [1.849, -1.327, -1.855], [-0.822, -6.032, -1.750], [2.244, 2.273, -0.341], [1.890, -5.764, -3.954], [-1.362, -5.696, -0.436], [-2.373, 4.244, -3.485], [-2.728, -5.806, -0.195], [-0.100, -4.648, 3.008], [-3.229, -5.437, 1.040], [3.259, 3.227, 0.129], [-0.604, 5.765, 2.570], [-0.594, 0.485, 1.047], [2.027, 3.544, 2.207], [1.199, 1.854, 0.643], [-0.663, 0.895, 2.377], [2.653, -1.721, -2.834], [-2.299, 5.896, 4.833], [3.540, -5.906, -5.677], [1.137, 2.404, 1.916], [-4.423, 6.023, -2.898], [4.590, -3.197, -3.187], [-4.911, 6.902, 4.329], [3.161, 3.816, 1.323], [0.617, -6.094, -3.308], [-1.835, 6.302, 2.434], [-3.813, 5.309, -1.877], [-1.002, -4.961, 1.832], [-2.982, 4.963, -4.502], [3.854, -4.345, -3.874], [2.092, -1.950, 2.685], [0.207, 1.876, 2.812], [2.313, -6.301, -5.165], [-2.717, 6.352, 3.556], [-1.053, 5.372, 4.975], [-0.193, 5.246, 3.844], [-0.499, -5.278, 0.578], [2.669, -4.800, -3.320], [2.431, -1.874, -0.753], [-4.003, 5.853, -4.207], [2.275, -4.013, 2.508], [-2.375, -5.004, 2.042], [4.314, -4.938, -5.042], [-2.787, 4.421, -2.173], [3.871, 4.568, 1.643], [-1.577, 3.550, -3.715], [5.429, -3.560, -2.598], [3.894, -6.343, -6.601], [1.700, -7.031, -5.674], [-4.292, -5.498, 1.230], [2.036, -1.763, 0.239], [-2.779, -4.742, 3.013], [0.567, -5.239, 0.385], [-0.711, -4.270, 3.825], [2.524, -1.525, -3.888], [-0.700, 5.015, 5.933], [-4.683, 7.690, 5.045], [-2.655, 4.827, -5.523], [0.079, 5.724, 1.731], [4.068, 3.456, -0.552], [0.383, -5.572, 3.329], [-4.476, 6.420, -4.996], [-1.392, 0.460, 3.044], [-5.223, 6.711, -2.663], [0.175, 2.214, 3.840], [-1.298, -0.230, 0.638], [-2.953, 5.976, 5.687], [-3.378, -6.149, -0.988], [2.303, -4.386, -2.393], [-2.187, 6.696, 1.491], [2.635, -5.021, 2.380], [-5.831, 7.132, 3.805], [2.336, -0.900, 2.697], [5.248, -4.617, -5.486], [4.964, -2.472, -3.908], [-5.004, 5.942, 4.834]]
}



no.,E_tot (eV)
1,-214138.0543
2,-116522.6281
3,-64872.6816
4,-109983.6562
5,-149908.0274